A cluster of 2 separate species, C3H10NO3 in total at a distorted geometry. Source: the Open Molecules 2025 dataset; level of theory: ωB97M-V/def2-TZVPD.

Summary:
Electronic energy in eV: -10897.8911
Charge: +1
Energy relative to the best compared isomer or geometry (same formula, charge and spin) in kcal/mol: 59.3
Frontier orbital gap in eV: 9.77
Strongest force on any atom in hartree/bohr: 0.065

Element x y z (Å)
1 C -1.40 -1.44 0.29
2 C -1.30 0.10 0.43
3 C 0.19 0.39 0.17
4 N -2.13 0.78 -0.40
5 O 0.48 0.57 -1.07
6 O 0.90 0.44 1.17
7 O 2.96 0.10 -0.33
8 H -2.33 -1.74 -0.29
9 H -1.32 -1.90 1.32
10 H -0.51 -1.74 -0.29
11 H -1.49 0.28 1.50
12 H 3.05 0.99 -0.69
13 H -2.17 1.73 -0.09
14 H -2.04 0.38 -1.28
15 H 1.40 0.63 -1.35
16 H 1.84 0.61 1.04
17 H 3.85 -0.17 -0.15